No. 1
Computed, not measured: 3 unconnected molecules or ions with the total composition C4H14N2OS, with wB97M-V/def2-TZVPD.

The value obtained for the gap between HOMO and LUMO is 3.61 eV. Its molecular weight is 138.24 g/mol.

```
! wB97M-V def2-TZVPD RIJCOSX def2/J DEFGRID3
* xyz 0 1
N -0.332 0.607 0.700
C 0.349 -0.301 -0.207
C 1.759 0.092 -0.642
S 1.018 3.756 2.037
C -0.583 -0.387 -1.471
N -2.004 -0.446 -1.013
C -2.318 -1.734 -0.279
H -0.507 1.519 0.286
H 0.288 0.787 1.506
H 0.449 -1.313 0.200
H 1.804 0.920 -1.366
H 2.379 -0.744 -0.974
H 2.321 0.569 0.161
H -0.537 0.552 -2.032
H -0.395 -1.268 -2.095
H -2.586 -0.595 -1.837
H -1.885 -1.662 0.719
H -3.404 -1.724 -0.226
H -1.888 -2.569 -0.841
H 2.016 1.879 1.992
H 1.842 1.113 3.133
O 2.215 0.949 2.248
*
```

=====

No. 2
Computed, not measured: 4 unconnected molecules or ions with the total composition CH9O3S, with wB97M-V/def2-TZVPD.

The value obtained for the gap between HOMO and LUMO is 6.95 eV. Its molecular weight is 101.15 g/mol.

```
! wB97M-V def2-TZVPD RIJCOSX def2/J DEFGRID3
* xyz -1 1
C -1.654 -1.428 0.345
S -1.765 0.333 -0.088
H -0.774 -1.905 -0.087
H -1.592 -1.568 1.431
H -2.505 -2.047 0.086
H -0.189 1.049 1.151
H 1.184 1.420 1.564
O 0.285 1.507 1.922
H 1.228 0.193 -1.565
H -0.193 -0.085 -1.762
O 0.671 -0.314 -2.167
H 2.417 -0.766 -0.587
H 2.880 0.094 0.595
O 3.203 -0.484 -0.106
*
```

=====

Q: The highest molecular weight belongs to which entry?
A: C4H14N2OS

=====

Q: Number 2 is which compound?
A: CH9O3S